Entry 1:
{
  "formula": "C2HBrO2",
  "method": "ωB97M-V/def2-TZVPD",
  "spin_multiplicity": 1,
  "e_lumo_ev": -0.7,
  "total_charge": 0,
  "homo_energy_ev": -9.174,
  "species": ["C", "C", "O", "O", "Br", "H"],
  "coordinates": [[0.792, -1.373, -0.117], [-0.271, 1.141, 0.456], [1.188, -2.125, 0.671], [0.408, -0.621, -0.897], [-2.008, 0.887, 0.023], [-0.110, 2.090, -0.138]],
  "forces_ev_per_angstrom": [[0.72, -1.04, 1.23], [0.66, 1.49, 0.27], [-0.21, 0.26, -0.31], [-0.08, 0.32, -1.45], [-1.58, -0.29, -0.07], [0.49, -0.73, 0.32]]
}

---

Entry 2:
{
  "formula": "C2HBrO3",
  "method": "ωB97M-V/def2-TZVPD",
  "spin_multiplicity": 1,
  "e_lumo_ev": 0.5,
  "total_charge": 0,
  "smiles": "O=C=O.O=CBr",
  "homo_energy_ev": -10.853,
  "species": ["C", "C", "O", "O", "O", "Br", "H"],
  "coordinates": [[-1.739, 0.777, -0.056], [1.376, -0.361, 0.032], [-2.589, 1.131, 0.617], [1.437, 0.352, 0.965], [-0.892, 0.423, -0.746], [0.723, -2.169, 0.181], [1.684, -0.153, -0.993]],
  "forces_ev_per_angstrom": [[0.12, -0.07, -0.21], [0.25, -0.16, 0.30], [-1.28, 0.54, 1.09], [0.13, 0.20, 0.00], [0.76, -0.26, -1.07], [0.00, -0.34, -0.02], [0.02, 0.09, -0.09]]
}

---

Entry 3:
{
  "formula": "C2HCl2F",
  "method": "ωB97M-V/def2-TZVPD",
  "spin_multiplicity": 1,
  "e_lumo_ev": 0.7,
  "total_charge": 0,
  "smiles": "FC=C(Cl)Cl",
  "homo_energy_ev": -9.873,
  "species": ["C", "C", "F", "Cl", "Cl", "H"],
  "coordinates": [[-0.001, -0.699, -0.242], [0.071, 0.563, 0.128], [0.095, -1.165, -1.541], [-0.288, 0.865, 1.807], [0.373, 1.887, -0.933], [-0.248, -1.452, 0.781]],
  "forces_ev_per_angstrom": [[-0.85, -2.90, 1.82], [-0.15, 0.41, -0.22], [-0.01, 0.72, 2.40], [0.30, 0.43, -0.41], [-0.09, -0.31, 0.41], [0.81, 1.66, -3.99]]
}

---

The evaluated gap between HOMO and LUMO for the records listed, in turn: 8.43, 11.34, 10.56 eV.
The evaluated ΔE to the lowest compared entry with this formula, charge and spin for the records listed, in turn: 111.1, 0.0, 92.5 kJ/mol.